Entry 1:
90
Properties=species:S:1:pos:R:3:lowdin_charge:R:1 method="wB97M-V/def2-TZVPD" total_energy_ev=-128106.1054 e_lumo_ev=-2.4818 total_charge=+1 homo_lumo_gap_ha=0.344
H -4.63 1.87 -1.52 0.089
H 1.50 1.17 -1.34 0.131
O 6.34 -3.83 3.91 0.131
O 4.06 0.60 0.22 -0.192
H -6.49 1.04 0.09 0.074
H -1.38 -2.90 1.87 0.096
C -1.39 5.53 -1.30 -0.598
H 7.72 -7.55 3.43 0.084
H 2.95 -0.09 1.80 0.108
C -3.79 0.28 -2.75 -0.246
H 5.95 -7.59 3.49 0.083
H -0.06 -0.31 -1.60 0.112
C 6.82 -6.94 3.50 -0.061
H -6.28 -0.60 -2.15 0.109
O -8.32 -1.37 -1.31 -0.333
H 0.22 4.72 -0.11 0.081
H -2.23 4.91 -0.96 0.048
N -0.58 -0.96 0.30 0.135
H 5.43 -0.95 0.45 0.097
C 0.04 3.46 -1.90 -0.111
C -0.31 -2.20 0.15 -0.328
H -1.65 2.89 -0.96 0.114
P -1.53 -0.84 -3.78 0.668
C -1.61 1.78 -2.66 -0.501
H 3.42 2.88 1.84 0.121
C 2.74 2.06 1.62 -0.149
H 0.72 5.41 -1.62 0.132
F -2.66 2.16 2.54 0.193
O -2.08 -0.16 -1.21 -0.053
H -4.07 0.65 -3.73 0.064
H 3.96 -2.91 4.99 0.102
Cl -7.76 -0.93 1.42 0.395
C -0.93 1.78 1.02 -0.354
H 6.78 -6.50 1.39 0.122
H 1.07 3.12 -1.91 0.120
C -1.16 -3.21 0.85 0.000
C -2.44 1.59 1.35 -0.529
H 2.85 2.63 -0.40 0.121
H 4.83 -1.82 3.88 0.092
H -7.57 1.87 -1.01 0.111
H 2.06 2.00 2.47 0.113
F -3.15 2.28 0.43 0.143
C 4.03 -2.56 3.97 -0.045
H -1.91 6.54 0.80 -0.138
O 0.00 -0.25 -3.93 -0.368
H -3.96 -0.80 -2.79 0.121
C -4.71 0.78 -1.64 -0.218
H 4.60 -0.83 -1.12 0.092
H 4.37 0.82 2.27 0.131
C 0.86 -2.70 -0.65 0.005
S -8.37 -0.26 -0.41 0.339
N -0.91 2.37 -1.43 0.038
C 2.05 2.43 0.30 -0.167
O -9.59 0.44 -0.23 -0.324
H 6.84 -6.41 4.45 0.078
H -0.20 3.68 -2.94 0.118
C 5.47 -4.21 3.18 -0.614
F -0.75 3.12 1.18 0.124
F -0.23 1.17 1.98 0.178
H 0.71 -3.72 -0.99 0.091
Cl -2.34 -0.09 -5.49 0.350
C -0.74 -0.06 -0.77 -0.342
H -4.47 0.34 -0.68 0.108
S -1.44 7.06 -0.34 0.756
H -1.60 5.77 -2.34 0.068
H -0.87 1.76 -3.45 0.086
H 1.72 -2.70 0.02 0.090
C 4.47 -0.72 -0.04 -0.083
C 6.76 -5.97 2.34 -0.204
C -0.36 1.39 -0.37 -0.149
C -6.17 0.47 -1.98 -0.199
O 4.25 -3.65 3.07 -0.011
F -2.85 0.34 1.41 0.212
C 3.57 0.78 1.52 -0.237
C -2.27 0.38 -2.50 -0.599
C -7.08 0.91 -0.82 -0.265
H 3.09 -2.11 3.67 0.082
O 5.52 -5.23 2.33 0.034
H 7.60 -5.28 2.36 0.123
H 1.44 0.36 0.19 0.115
C 1.18 1.30 -0.30 -0.087
H -0.71 -4.20 0.87 0.083
C -0.06 4.79 -1.15 -0.245
H 0.66 -0.94 -3.81 0.056
H 3.72 -1.45 0.30 0.069
Cl -2.77 3.02 -3.19 0.827
H 1.54 3.38 0.44 0.089
H 1.09 -2.07 -1.51 0.067
H -2.09 -3.26 0.29 0.104
H -6.45 1.03 -2.87 0.127


Entry 2:
60
Properties=species:S:1:pos:R:3:lowdin_charge:R:1 method="wB97M-V/def2-TZVPD" total_energy_ev=-126401.5839 s2=6.02 e_lumo_ev="3.9534 / 3.9534" total_charge=-2 homo_lumo_gap_ha="0.169 / 0.170" multiplicity=5 relative_energy_kcal_mol=22.5
Sb -5.43 -1.56 0.05 0.030
C -2.27 1.55 -1.40 -0.062
C 1.71 1.85 -0.32 -0.277
C -0.76 2.77 3.92 -0.083
H -0.86 5.78 2.37 0.092
H -0.41 4.34 0.42 0.098
C 2.06 -5.74 -0.54 -0.086
H 2.56 -1.74 1.87 0.084
H -0.90 2.32 4.90 0.102
C 2.50 2.79 0.32 -0.081
N -0.14 -0.11 0.40 -0.351
C 0.66 -3.84 0.16 -0.133
H 4.42 3.74 0.42 0.092
S -6.95 -3.24 0.46 -0.552
P -0.01 1.40 0.16 0.714
C 3.81 3.01 -0.09 -0.103
N 1.68 -2.13 1.56 0.112
C 1.79 -3.29 0.86 -0.263
H 2.09 3.37 1.14 0.094
C -0.49 3.90 1.41 -0.098
C -0.49 1.97 2.83 -0.117
C 3.56 1.32 -1.78 -0.095
H -1.00 4.36 -3.72 0.089
H -2.50 -3.16 -0.50 -0.045
C -3.07 2.01 -2.43 -0.067
H 3.97 0.73 -2.59 0.096
C 0.82 -5.05 -0.55 -0.168
C 4.34 2.27 -1.14 -0.113
H 1.01 -1.40 1.24 0.010
H 2.15 -6.67 -1.09 0.094
C -1.46 -4.86 -1.29 -0.031
H 0.44 3.53 -1.90 0.096
H -0.44 0.89 2.94 0.051
H -2.33 -5.17 -1.85 0.107
C -1.56 -3.69 -0.51 -0.166
C -0.34 2.53 1.57 -0.280
H -0.17 -6.47 -1.85 0.107
S -4.28 -2.06 -1.93 -0.444
C -1.36 3.58 -3.06 -0.111
H -2.62 0.74 -0.77 0.073
H -1.10 4.78 4.62 0.091
H -4.04 1.54 -2.59 0.099
S -3.50 -2.25 1.93 -0.210
C -2.62 3.03 -3.26 -0.101
H -3.25 3.38 -4.07 0.092
S -2.95 -0.37 2.73 -0.160
C -0.28 -5.55 -1.29 -0.026
C -0.88 4.15 3.76 -0.104
C -0.75 4.71 2.50 -0.101
H 1.65 0.34 -1.84 0.110
H 5.37 2.44 -1.45 0.089
N -0.56 -3.19 0.19 0.067
C 2.98 -4.01 0.85 -0.062
C -0.55 3.11 -2.04 -0.110
H 4.06 -5.74 0.19 0.090
C 3.11 -5.22 0.16 -0.124
C 2.26 1.10 -1.37 -0.086
H 3.83 -3.60 1.38 0.095
Fe -1.48 -1.29 1.15 0.211
C -1.00 2.10 -1.19 -0.272